Formula: C22H50N3P3SeTi
Source: OMol25
Level of theory: wB97M-V/def2-TZVPD

Structure (XYZ):
```
80
Properties=species:S:1:pos:R:3:mulliken_spin:R:1
Ti 0.18 -0.39 0.36 0.003
P 2.15 1.22 0.61 -0.002
P -1.16 1.06 1.98 0.000
P 1.23 -1.28 -1.80 -0.001
H -1.65 1.42 -0.69 -0.005
C -1.28 0.49 -1.12 0.011
C -1.86 -0.74 -0.74 -0.001
H -2.69 -0.77 -0.03 0.000
C 2.01 2.75 -0.37 0.006
C 2.48 1.92 2.27 0.000
C 3.82 0.66 0.14 0.000
C -2.97 0.77 2.12 0.000
C -0.69 0.98 3.76 0.000
C -1.18 2.87 1.67 0.001
C 0.22 -2.33 -2.90 0.000
C 2.71 -2.34 -1.62 0.000
C 1.80 -0.01 -3.00 0.001
H -0.78 0.59 -2.09 -0.006
H -1.78 -1.63 -1.39 0.000
H 2.90 3.37 -0.19 0.000
H 1.11 3.32 -0.08 -0.009
H 1.94 2.51 -1.44 0.001
H 3.37 2.55 2.18 0.000
H 2.67 1.13 3.00 0.000
H 1.65 2.53 2.63 0.000
H 4.52 1.47 0.39 0.000
H 3.90 0.45 -0.93 0.000
H 4.11 -0.24 0.69 0.000
H -3.40 1.51 2.80 0.000
H -3.16 -0.24 2.52 0.000
H -3.46 0.85 1.14 0.000
H -1.19 1.79 4.31 0.000
H 0.39 1.07 3.88 0.000
H -1.02 0.01 4.17 0.000
H -1.96 3.33 2.29 0.000
H -1.40 3.08 0.62 -0.004
H -0.21 3.33 1.92 -0.001
H 0.82 -2.59 -3.78 0.000
H -0.68 -1.79 -3.23 0.000
H -0.08 -3.24 -2.38 0.000
H 3.06 -2.64 -2.63 0.000
H 2.45 -3.24 -1.05 0.000
H 3.53 -1.82 -1.11 0.000
H 2.02 -0.51 -3.95 0.001
H 2.70 0.50 -2.65 -0.002
H 1.02 0.74 -3.17 -0.002
C -1.80 4.08 -3.87 0.192
C -2.80 3.15 -3.57 0.038
C -3.98 3.11 -4.31 0.010
C -4.19 4.02 -5.35 0.196
C -3.21 4.99 -5.63 0.012
C -2.02 5.03 -4.90 0.069
Se -0.14 4.01 -2.89 0.455
H -0.49 2.86 -1.92 0.003
H -2.63 2.44 -2.75 0.028
H -4.74 2.36 -4.07 0.003
H -5.11 3.98 -5.94 0.000
H -3.38 5.71 -6.44 0.004
H -1.27 5.78 -5.12 -0.003
C -1.83 -4.43 1.99 0.000
N -0.48 -4.21 2.51 0.000
C 0.04 -5.24 3.40 0.000
C 0.20 -3.09 2.13 0.000
N -0.38 -2.23 1.26 0.000
N 1.43 -2.74 2.57 0.000
C 2.32 -3.41 3.49 0.000
C 1.93 -1.51 1.97 0.000
H -2.19 -5.37 2.43 0.000
H -1.83 -4.53 0.89 0.000
H -2.52 -3.62 2.28 0.000
H 0.99 -5.67 3.06 0.000
H 0.12 -4.91 4.45 0.000
H -0.69 -6.06 3.41 0.000
H -1.31 -2.57 1.02 0.000
H 3.20 -3.81 2.96 0.000
H 2.68 -2.69 4.23 0.000
H 1.85 -4.23 4.03 0.000
H 2.10 -1.68 0.88 0.000
H 1.16 -0.71 2.19 0.000
H 2.87 -1.24 2.45 0.000
```

Results
net charge = +3
energy = -144397.8836 eV
energy above the lowest of the compared OMol25 structures with the same formula, charge and spin = 0.0329 eV
⟨S²⟩ = 0.7711
gap between HOMO and LUMO (alpha / beta) = 0.241 / 0.129 Eh
spin multiplicity = 2
E_LUMO (alpha / beta) = -0.309 / -0.421 hartree

Formula: C22H50N4O4P2S
Source: OMol25
Level of theory: wB97M-V/def2-TZVPD

Structure (XYZ):
```
83
Properties=species:S:1:pos:R:3:mulliken_spin:R:1
C -2.25 -3.66 4.95 0.000
C -2.16 -4.35 3.45 0.000
S -0.39 -5.03 3.31 0.000
C 0.55 -3.63 2.47 0.000
P 1.57 -2.54 3.69 0.000
C 2.95 -1.76 2.56 0.000
N 2.21 -1.09 1.42 0.000
P 0.43 -0.80 4.39 0.000
N -0.43 -1.07 5.74 0.000
O 1.63 0.45 4.73 0.000
O -0.54 -0.23 3.06 0.000
H -1.19 -3.69 5.46 0.000
H -3.02 -4.26 5.61 0.000
H -2.59 -2.55 4.77 0.000
H -2.99 -5.16 3.28 0.000
H -2.29 -3.50 2.63 0.000
H -0.18 -2.99 1.78 0.000
H 1.33 -4.14 1.73 0.000
H 3.60 -2.68 2.21 0.000
H 3.66 -1.03 3.17 0.000
H 2.17 -0.05 1.51 0.000
H 2.54 -1.41 0.49 0.002
H -1.41 -0.85 5.47 0.000
H 2.53 0.00 4.75 0.000
H -0.96 0.63 3.41 0.000
C -5.63 1.21 2.35 0.012
C -4.57 0.53 1.45 0.036
C -3.30 1.42 1.34 0.023
C -3.50 2.65 0.45 -0.020
C -4.04 2.26 -0.92 0.021
C -5.33 1.40 -0.83 0.027
N -5.17 0.23 0.10 0.272
O -4.34 -0.72 -0.53 0.648
C -6.51 2.29 -0.38 0.010
C -5.74 0.95 -2.27 -0.008
C -4.19 -0.76 2.25 -0.014
H -5.51 2.30 2.39 0.000
H -6.65 0.99 2.02 -0.010
H -5.58 0.87 3.39 0.001
H -2.47 0.84 0.93 -0.001
H -2.98 1.75 2.33 -0.001
H -4.17 3.37 0.94 0.001
H -2.54 3.18 0.33 0.002
H -4.24 3.17 -1.50 0.000
H -3.26 1.72 -1.47 0.002
H -7.42 1.70 -0.23 -0.005
H -6.74 3.05 -1.13 0.000
H -6.32 2.85 0.54 0.001
H -4.96 0.39 -2.78 0.000
H -5.95 1.83 -2.90 0.000
H -6.65 0.34 -2.24 0.000
H -5.06 -1.42 2.37 -0.006
H -3.83 -0.50 3.25 0.001
H -3.38 -1.34 1.78 0.007
C 6.74 1.09 -3.17 0.010
C 5.57 0.40 -2.42 0.019
C 5.30 -1.01 -3.02 0.021
C 4.61 -0.97 -4.38 -0.019
C 3.35 -0.12 -4.34 0.018
C 3.61 1.30 -3.78 0.035
N 4.35 1.28 -2.47 0.289
O 3.46 0.83 -1.48 0.629
C 4.39 2.13 -4.83 0.007
C 2.24 2.05 -3.67 -0.003
C 6.12 0.22 -0.97 -0.009
H 6.88 0.70 -4.19 0.000
H 6.60 2.17 -3.23 -0.009
H 7.70 0.94 -2.67 0.001
H 4.66 -1.59 -2.33 0.002
H 6.24 -1.57 -3.10 0.001
H 5.30 -0.60 -5.14 0.000
H 4.36 -1.99 -4.69 0.002
H 2.93 -0.06 -5.35 0.001
H 2.60 -0.64 -3.73 0.003
H 4.65 3.12 -4.44 -0.005
H 3.78 2.29 -5.73 0.000
H 5.30 1.66 -5.18 0.001
H 1.52 1.53 -3.03 -0.001
H 1.77 2.15 -4.65 0.000
H 2.38 3.07 -3.27 0.000
H 6.35 1.19 -0.51 -0.001
H 7.05 -0.36 -0.98 0.000
H 5.44 -0.33 -0.31 0.004
```

Results
net charge = 0
energy = -67181.7718 eV
⟨S²⟩ = 2.0096
gap between HOMO and LUMO (alpha / beta) = 0.323 / 0.286 Eh
spin multiplicity = 3
E_LUMO (alpha / beta) = 0.015 / -0.022 hartree

Formula: C22H51BrN4O4PS
Source: OMol25
Level of theory: wB97M-V/def2-TZVPD

Structure (XYZ):
```
84
Properties=species:S:1:pos:R:3:mulliken_charge:R:1
C 0.17 -1.93 3.83 -0.377
O -0.57 -0.69 4.12 -0.318
C -1.63 -0.43 3.13 0.132
C -1.75 1.17 2.74 -0.124
C -0.37 1.83 2.13 -0.282
C 0.47 0.85 1.12 0.349
C 1.97 0.50 1.76 -0.526
C 2.92 -0.38 0.74 -0.703
C 2.80 -2.03 0.99 -0.397
C 1.80 -2.59 -0.18 0.218
C 1.21 -4.10 0.08 -0.797
C -0.38 -4.10 -0.32 -0.195
C -0.68 -4.07 -1.94 -0.786
C -0.69 -2.57 -2.61 -0.513
N -1.89 -1.72 -2.25 0.318
N -2.86 -2.36 -1.49 -0.658
C -3.41 -1.34 -0.70 0.245
S -4.17 0.07 -0.05 0.048
P -2.71 -1.25 -3.80 0.599
O -3.16 0.46 -3.73 -0.464
Br -4.62 -2.56 -3.83 -0.177
H -0.35 -2.80 4.42 0.310
H 1.27 -1.82 4.24 0.268
H 0.28 -2.17 2.67 -0.037
H -2.65 -0.72 3.64 0.360
H -1.55 -1.09 2.15 -0.299
H -2.67 1.41 2.03 0.017
H -1.99 1.74 3.76 0.017
H 0.33 2.06 3.06 -0.048
H -0.67 2.81 1.55 0.286
H 0.65 1.46 0.11 0.393
H -0.09 -0.14 0.81 -0.593
H 1.92 0.02 2.83 0.183
H 2.50 1.55 1.90 0.371
H 4.04 0.00 0.85 0.361
H 2.53 -0.17 -0.36 0.195
H 2.45 -2.27 2.09 0.174
H 3.86 -2.53 0.83 0.338
H 2.41 -2.62 -1.19 0.451
H 0.95 -1.77 -0.33 -0.570
H 1.86 -4.87 -0.55 0.348
H 1.28 -4.33 1.23 0.301
H -0.86 -5.11 0.10 0.342
H -0.96 -3.23 0.25 -0.035
H 0.24 -4.65 -2.45 0.377
H -1.64 -4.69 -2.26 0.320
H -0.75 -2.74 -3.79 0.266
H 0.27 -1.93 -2.42 0.172
H -1.56 -0.82 -1.81 0.721
H -2.66 0.82 -2.91 0.341
C 1.48 0.13 -8.43 -1.358
C 1.72 -1.35 -8.14 0.312
C 0.68 -1.96 -7.17 -0.736
O 0.89 -1.62 -5.80 -0.285
C 0.37 -0.36 -5.42 -0.516
N 3.09 -1.53 -7.65 -0.738
H 1.79 0.78 -7.60 0.263
H 2.06 0.45 -9.30 0.345
H 0.42 0.33 -8.64 0.344
H 1.63 -1.88 -9.10 0.440
H 0.78 -3.05 -7.22 0.333
H -0.35 -1.73 -7.48 0.416
H -0.55 -0.11 -5.96 0.307
H 1.12 0.42 -5.58 0.264
H 0.15 -0.38 -4.35 0.063
H 3.28 -2.52 -7.55 0.279
H 3.11 -1.18 -6.68 0.321
C -0.03 6.07 6.74 -1.443
C 0.06 5.35 5.40 0.319
C -1.29 4.76 4.92 -0.602
O -1.67 3.55 5.59 -0.256
C -2.28 3.75 6.85 -0.768
N 1.11 4.32 5.48 -0.698
H -0.09 5.38 7.58 0.287
H 0.86 6.69 6.90 0.370
H -0.90 6.73 6.77 0.345
H 0.37 6.09 4.65 0.396
H -1.18 4.48 3.87 0.212
H -2.09 5.50 4.97 0.475
H -2.90 4.65 6.87 0.346
H -1.53 3.78 7.64 0.247
H -2.93 2.89 7.05 0.239
H 1.23 3.90 4.55 0.182
H 0.73 3.54 6.04 0.366
```

Results
net charge = +1
energy = -127940.3604 eV
gap between HOMO and LUMO = 0.193 Eh
E_LUMO = -0.203 hartree

Copy entry 1 word for word.
Formula: C22H50N3P3SeTi
Source: OMol25
Level of theory: wB97M-V/def2-TZVPD

Structure (XYZ):
```
80
Properties=species:S:1:pos:R:3:mulliken_spin:R:1
Ti 0.18 -0.39 0.36 0.003
P 2.15 1.22 0.61 -0.002
P -1.16 1.06 1.98 0.000
P 1.23 -1.28 -1.80 -0.001
H -1.65 1.42 -0.69 -0.005
C -1.28 0.49 -1.12 0.011
C -1.86 -0.74 -0.74 -0.001
H -2.69 -0.77 -0.03 0.000
C 2.01 2.75 -0.37 0.006
C 2.48 1.92 2.27 0.000
C 3.82 0.66 0.14 0.000
C -2.97 0.77 2.12 0.000
C -0.69 0.98 3.76 0.000
C -1.18 2.87 1.67 0.001
C 0.22 -2.33 -2.90 0.000
C 2.71 -2.34 -1.62 0.000
C 1.80 -0.01 -3.00 0.001
H -0.78 0.59 -2.09 -0.006
H -1.78 -1.63 -1.39 0.000
H 2.90 3.37 -0.19 0.000
H 1.11 3.32 -0.08 -0.009
H 1.94 2.51 -1.44 0.001
H 3.37 2.55 2.18 0.000
H 2.67 1.13 3.00 0.000
H 1.65 2.53 2.63 0.000
H 4.52 1.47 0.39 0.000
H 3.90 0.45 -0.93 0.000
H 4.11 -0.24 0.69 0.000
H -3.40 1.51 2.80 0.000
H -3.16 -0.24 2.52 0.000
H -3.46 0.85 1.14 0.000
H -1.19 1.79 4.31 0.000
H 0.39 1.07 3.88 0.000
H -1.02 0.01 4.17 0.000
H -1.96 3.33 2.29 0.000
H -1.40 3.08 0.62 -0.004
H -0.21 3.33 1.92 -0.001
H 0.82 -2.59 -3.78 0.000
H -0.68 -1.79 -3.23 0.000
H -0.08 -3.24 -2.38 0.000
H 3.06 -2.64 -2.63 0.000
H 2.45 -3.24 -1.05 0.000
H 3.53 -1.82 -1.11 0.000
H 2.02 -0.51 -3.95 0.001
H 2.70 0.50 -2.65 -0.002
H 1.02 0.74 -3.17 -0.002
C -1.80 4.08 -3.87 0.192
C -2.80 3.15 -3.57 0.038
C -3.98 3.11 -4.31 0.010
C -4.19 4.02 -5.35 0.196
C -3.21 4.99 -5.63 0.012
C -2.02 5.03 -4.90 0.069
Se -0.14 4.01 -2.89 0.455
H -0.49 2.86 -1.92 0.003
H -2.63 2.44 -2.75 0.028
H -4.74 2.36 -4.07 0.003
H -5.11 3.98 -5.94 0.000
H -3.38 5.71 -6.44 0.004
H -1.27 5.78 -5.12 -0.003
C -1.83 -4.43 1.99 0.000
N -0.48 -4.21 2.51 0.000
C 0.04 -5.24 3.40 0.000
C 0.20 -3.09 2.13 0.000
N -0.38 -2.23 1.26 0.000
N 1.43 -2.74 2.57 0.000
C 2.32 -3.41 3.49 0.000
C 1.93 -1.51 1.97 0.000
H -2.19 -5.37 2.43 0.000
H -1.83 -4.53 0.89 0.000
H -2.52 -3.62 2.28 0.000
H 0.99 -5.67 3.06 0.000
H 0.12 -4.91 4.45 0.000
H -0.69 -6.06 3.41 0.000
H -1.31 -2.57 1.02 0.000
H 3.20 -3.81 2.96 0.000
H 2.68 -2.69 4.23 0.000
H 1.85 -4.23 4.03 0.000
H 2.10 -1.68 0.88 0.000
H 1.16 -0.71 2.19 0.000
H 2.87 -1.24 2.45 0.000
```

Results
net charge = +3
energy = -144397.8836 eV
energy above the lowest of the compared OMol25 structures with the same formula, charge and spin = 0.0329 eV
⟨S²⟩ = 0.7711
gap between HOMO and LUMO (alpha / beta) = 0.241 / 0.129 Eh
spin multiplicity = 2
E_LUMO (alpha / beta) = -0.309 / -0.421 hartree